# 1
{
  "formula": "C19H17BrF3N3O3",
  "method": "ωB97M-V/def2-TZVPD",
  "elements": ["C", "H", "H", "F", "O", "Br", "H", "C", "H", "H", "F", "H", "H", "C", "C", "C", "H", "H", "C", "C", "H", "H", "C", "N", "C", "C", "C", "C", "H", "H", "H", "C", "O", "N", "C", "N", "C", "O", "C", "H", "C", "H", "C", "C", "F", "H"],
  "positions_angstrom": [[-2.187, -3.735, -1.947], [1.802, 5.224, 2.787], [-1.027, 1.550, -0.182], [3.790, 1.560, 5.589], [-2.708, -5.803, -2.521], [2.254, 4.331, 5.489], [-1.953, 0.155, 0.371], [-2.887, -0.863, -2.535], [1.717, 4.114, 0.567], [0.216, 0.418, 1.588], [1.668, 1.234, 5.865], [-0.724, -5.397, -2.154], [0.180, -1.112, 0.707], [1.445, -0.293, -1.468], [2.664, 1.181, 4.966], [-1.107, -0.037, -1.599], [-1.995, 1.005, -3.353], [-4.384, -3.169, -2.045], [2.292, 1.418, 2.509], [0.195, -0.028, 0.598], [0.346, 1.199, -2.532], [-2.943, -1.266, -3.548], [-2.292, 0.552, -2.410], [-3.904, -5.105, -2.483], [2.033, 2.159, 1.365], [-1.044, 0.454, -0.156], [0.240, 0.134, -2.303], [-1.717, -4.983, -2.189], [1.446, -1.370, -1.319], [2.365, 0.012, -1.958], [-3.852, -0.989, -2.043], [2.182, 3.407, 3.842], [2.626, 2.090, -0.913], [1.397, 0.336, -0.150], [1.876, 3.533, 1.466], [-1.754, -1.369, -1.760], [-1.325, -2.616, -1.488], [-0.265, -2.852, -0.922], [-3.590, -3.889, -2.147], [-2.908, 1.252, -1.849], [1.936, 4.155, 2.701], [2.448, 0.351, 2.433], [2.029, 1.537, -0.003], [2.373, 2.030, 3.752], [2.819, -0.112, 4.635], [0.225, -0.403, -3.255]],
  "nbo_charge": [-0.29, 0.23, 0.21, -0.32, -0.27, 0.10, 0.22, -0.20, 0.24, 0.22, -0.32, 0.23, 0.23, -0.24, 0.98, 0.16, 0.22, 0.22, -0.11, -0.23, 0.22, 0.20, -0.40, -0.11, -0.15, -0.42, -0.42, 0.20, 0.23, 0.24, 0.19, -0.04, -0.61, -0.44, -0.14, -0.44, 0.68, -0.64, -0.03, 0.21, -0.24, 0.24, 0.67, -0.20, -0.32, 0.22],
  "e_lumo_ev": 0.26,
  "homo_ev": -9.434,
  "molar_mass_g_mol": 472.3,
  "relative_energy_kj_mol": 3.5,
  "total_energy_ev": -108786.3087,
  "smiles": "O=C(c1ccc(Br)c(C(F)(F)F)c1)N1CCC2(CC1)CCN2C(=O)c1cnoc1"
}

=====

# 2
{
  "formula": "C14H15Cl3NO2Se2Tc",
  "method": "ωB97M-V/def2-TZVPD",
  "elements": ["C", "C", "C", "H", "Cl", "H", "H", "H", "H", "H", "C", "C", "H", "H", "H", "C", "O", "C", "Tc", "C", "H", "C", "C", "H", "Cl", "H", "Se", "C", "C", "N", "C", "Se", "C", "H", "H", "O", "H", "Cl"],
  "positions_angstrom": [[2.682, 3.001, 3.304], [-2.785, 1.179, -2.241], [-3.706, 0.334, 0.063], [-5.514, -0.754, -1.527], [1.675, -4.803, 0.395], [2.930, 2.894, 4.351], [-3.567, -2.061, -1.283], [-4.180, -0.536, 0.518], [-2.813, 0.928, -3.302], [-1.272, -2.247, -1.163], [1.644, -2.239, -0.027], [-4.948, 0.034, -2.034], [-4.891, -0.217, -3.098], [1.836, 3.441, -0.470], [-6.412, 1.332, -2.202], [2.607, -3.371, 0.031], [-5.524, 1.305, -1.829], [2.082, 3.335, 0.579], [-0.401, 0.232, -0.127], [1.556, 2.251, 1.322], [1.447, 1.249, 3.242], [3.188, 4.074, 2.568], [1.861, 2.086, 2.693], [-2.819, -1.460, -2.779], [3.354, -3.462, -1.542], [-4.374, 1.184, 0.198], [-2.203, 0.816, 1.225], [-2.934, -1.284, -1.710], [0.690, 1.381, 0.691], [0.900, -1.373, -0.074], [2.893, 4.244, 1.214], [-0.923, 1.693, -1.881], [-3.519, 0.081, -1.449], [3.825, 4.798, 3.062], [-3.310, 2.123, -2.111], [-1.633, -1.356, -1.081], [3.301, 5.084, 0.669], [3.763, -3.010, 1.288]],
  "nbo_charge": [-0.20, -0.58, -0.60, 0.19, 0.14, 0.25, 0.21, 0.25, 0.25, 0.52, 0.51, -0.05, 0.19, 0.24, 0.50, -0.27, -0.73, -0.10, 0.17, -0.26, 0.24, -0.07, -0.12, 0.21, 0.15, 0.28, 0.48, -0.06, 0.42, -0.44, -0.21, 0.42, -0.13, 0.25, 0.28, -0.74, 0.25, 0.15],
  "e_lumo_ev": -8.20,
  "homo_ev": -14.919,
  "molar_mass_g_mol": 591.6,
  "relative_energy_kj_mol": 0.0,
  "total_energy_ev": -190787.2262,
  "total_charge": 2
}

=====

# 3
{
  "formula": "C19H26N8O4",
  "method": "ωB97M-V/def2-TZVPD",
  "elements": ["C", "H", "C", "H", "H", "C", "C", "H", "H", "C", "H", "O", "H", "H", "N", "C", "N", "O", "O", "H", "H", "N", "C", "H", "C", "N", "H", "H", "C", "N", "H", "O", "H", "H", "H", "H", "H", "C", "H", "H", "C", "H", "N", "C", "C", "N", "C", "N", "C", "C", "H", "H", "H", "C", "C", "C", "H"],
  "positions_angstrom": [[0.460, 1.892, -5.838], [-3.392, 2.422, -2.276], [-1.471, 2.254, -1.026], [0.386, -0.237, -3.130], [1.672, 0.951, -3.353], [-1.290, 2.345, -3.991], [-0.459, -0.458, -5.615], [-0.410, 0.475, 3.838], [-2.728, 2.776, 1.871], [-0.799, 2.658, -5.412], [2.440, -4.256, 6.684], [1.556, -0.557, 3.082], [3.050, -1.949, 6.791], [3.418, -0.673, 5.612], [-2.575, 2.647, 0.876], [-2.902, 2.465, -1.308], [2.491, -2.828, 4.314], [-1.590, -0.806, -4.923], [3.419, -4.780, 3.814], [-0.240, -0.078, 6.620], [-0.590, 3.730, -5.488], [-0.219, 2.195, 1.007], [-2.159, -1.741, -5.682], [2.443, -5.809, 5.826], [0.852, 1.890, 0.267], [-0.243, 1.790, -3.113], [-4.605, 2.899, 0.012], [-1.683, 3.277, -3.572], [1.041, -0.829, 4.161], [-0.312, -1.107, -6.753], [0.468, 1.772, -6.927], [-3.134, -2.421, -5.404], [1.336, 2.493, -5.570], [2.890, -2.472, 3.456], [1.555, 0.097, -5.451], [0.903, -2.404, 5.621], [-1.612, 2.434, -6.110], [-0.299, 1.960, -1.720], [-1.183, -1.387, 5.860], [-1.724, 0.295, 5.728], [-0.846, -0.354, 5.756], [1.026, -4.746, 5.707], [-0.078, -0.192, 4.522], [-3.542, 2.708, -0.120], [2.110, -4.772, 5.786], [0.844, 1.778, -1.064], [1.696, -1.875, 5.095], [-1.435, -1.872, -6.831], [2.614, -1.202, 6.127], [2.723, -4.115, 4.565], [2.049, -0.487, 6.723], [-1.488, -2.746, -7.348], [-2.115, 1.627, -4.048], [0.637, 0.709, -3.623], [0.595, 0.525, -5.150], [-1.343, 2.362, 0.336], [1.793, 1.725, 0.784]],
  "nbo_charge": [-0.39, 0.22, -0.23, 0.20, 0.23, -0.22, 0.47, 0.42, 0.42, -0.41, 0.22, -0.63, 0.22, 0.23, -0.54, -0.28, -0.61, -0.44, -0.63, 0.20, 0.21, -0.51, 0.82, 0.25, 0.28, -0.44, 0.23, 0.22, 0.67, -0.27, 0.23, -0.61, 0.21, 0.43, 0.26, 0.21, 0.21, 0.46, 0.20, 0.22, -0.42, 0.22, -0.61, -0.04, -0.71, -0.52, -0.13, -0.46, -0.60, 0.67, 0.20, 0.42, 0.18, -0.21, -0.28, 0.37, 0.19],
  "e_lumo_ev": 0.40,
  "homo_ev": -7.963,
  "molar_mass_g_mol": 430.5,
  "relative_energy_kj_mol": 0.0,
  "total_energy_ev": -40236.5473,
  "smiles": "O=c1[nH]nc([C@H]2CCCN(c3ncnc4[nH]ccc34)C2)o1.CNC(=O)[C@H](C)NC(C)=O"
}